(1)
Molecular formula: C19H21BrN2O5S
Method: DFT, ωB97M-V with the def2-TZVPD basis set

Computed properties:
* orbital gap: 8.7 eV
* highest occupied orbital energy: -8.33 eV
* molecular weight: 469.357 g/mol
* E_LUMO: 0.4 eV
* total energy: -4194.370201 a.u.
* structure (SMILES): CCOc1cc([C@@H](CS(C)(=O)=O)N2C(=O)Cc3cc(Br)cnc32)ccc1OC
* relative energy (zero: lowest compared OMol25 entry of this formula, charge and spin): 5.205 eV

The geometry in XYZ format:
```
49
Properties=species:S:1:pos:R:3:forces:R:3:lowdin_charge:R:1
C 1.84505 1.33586 -3.18996 -0.95 -1.67 0.37 -0.070
C 1.29768 0.21254 -4.07483 3.76 -2.57 1.08 -0.209
O 0.29411 -0.62681 -3.42353 0.27 0.27 0.16 -0.080
C 0.62516 -1.11527 -2.13961 -0.25 1.00 0.01 -0.162
C 0.01760 -0.43125 -1.04487 0.96 -1.59 0.10 0.066
C 0.30168 -0.79293 0.29266 -0.82 0.09 -0.20 -0.233
C -0.14644 -0.09439 1.52890 -0.73 1.07 -0.42 -0.245
C 0.34615 1.34622 1.49078 0.94 -0.94 0.59 -0.141
S 2.21292 1.39302 1.79090 2.04 -5.36 -1.27 0.735
C 2.68562 2.98426 1.19421 -1.99 1.14 -0.43 -0.157
O 2.54229 1.20011 3.20304 -1.15 1.40 -0.91 -0.334
O 2.89772 0.26410 0.98519 -2.23 4.11 1.36 -0.359
N -1.59344 -0.23893 1.71947 1.52 -0.08 -0.36 0.098
C -2.08856 -1.34878 2.35684 -1.49 -1.25 3.03 -0.388
O -1.51398 -2.11574 3.09356 1.22 -0.07 -1.02 0.110
C -3.63296 -1.32356 2.37466 1.50 -0.45 -4.62 0.014
C -3.80130 0.05702 1.79909 -4.08 -0.72 1.79 -0.126
C -5.00282 0.82709 1.85641 0.93 -4.19 0.51 -0.117
C -4.99191 2.09724 1.59834 1.06 4.05 -1.15 -0.615
Br -6.78993 2.90013 1.58615 1.51 0.25 -0.09 0.680
C -3.69675 2.68178 1.32913 -1.53 0.74 -0.52 -0.123
N -2.56964 1.97861 1.31157 0.33 -0.29 -0.24 0.144
C -2.61230 0.62488 1.54615 -1.72 3.80 -0.75 -0.239
C 1.09441 -1.84319 0.53474 1.89 -1.71 -0.95 -0.057
C 1.71857 -2.48377 -0.56062 0.42 -0.91 1.38 0.006
C 1.55673 -2.20274 -1.91937 -0.80 1.47 1.17 -0.196
O 2.21235 -2.74258 -2.97214 0.99 -0.79 -0.07 -0.066
C 3.25944 -3.77946 -2.75624 -0.80 1.53 -4.10 0.004
H 2.09745 0.89737 -2.20037 -0.01 0.50 -0.61 0.083
H 1.06471 2.02155 -3.10212 -1.29 1.53 0.70 0.049
H 2.67021 1.85587 -3.60438 0.95 0.16 -0.57 0.065
H 1.11001 0.43088 -5.11936 -1.19 0.32 0.22 0.113
H 2.22970 -0.45734 -4.19150 -1.24 0.51 0.03 0.124
H -0.72157 0.32735 -1.20152 -0.11 0.47 -0.58 0.122
H 0.19610 -0.51298 2.43802 1.04 -1.04 0.60 0.135
H 0.04589 1.68837 0.53440 0.31 1.15 -0.85 0.082
H -0.09749 1.88815 2.28439 -0.27 0.95 0.70 0.091
H 2.28932 3.73644 1.87782 -0.51 -0.17 0.15 0.072
H 3.71687 3.14361 1.31088 1.58 -0.43 -0.37 0.052
H 2.26240 3.22847 0.17956 0.71 -0.67 0.92 0.097
H -4.04931 -1.57429 3.30101 -0.44 -0.05 1.38 0.110
H -3.92046 -2.14896 1.61112 0.16 1.23 1.15 0.168
H -5.97578 0.46503 2.11245 -0.09 -1.17 0.21 0.090
H -3.71900 3.77935 1.06423 0.68 -1.31 0.42 0.124
H 1.42569 -2.16149 1.55619 -0.60 0.43 -1.10 0.150
H 2.38092 -3.20432 -0.08570 0.34 -0.43 -1.26 0.110
H 4.12341 -3.65231 -3.51708 -1.57 0.31 1.37 0.128
H 2.83180 -4.72703 -2.95558 -0.67 -0.95 -0.31 0.075
H 3.57165 -3.78713 -1.80306 1.41 0.34 3.34 0.024
```
Positions in Å, forces in eV/Å.

(2)
Molecular formula: CBr2NP
Method: DFT, ωB97M-V with the def2-TZVPD basis set

Computed properties:
* orbital gap (spin up / spin down): 4.1 / 4.1 eV
* highest occupied orbital energy (spin up / spin down): -8.73 / -8.73 eV
* molecular weight: 216.800 g/mol
* E_LUMO (spin up / spin down): -4.7 / -4.7 eV
* total energy: -5582.085224 a.u.
* relative energy (zero: lowest compared OMol25 entry of this formula, charge and spin): 4.873 eV

The geometry in XYZ format:
```
5
Properties=species:S:1:pos:R:3:forces:R:3:lowdin_charge:R:1
C 1.27194 -2.14950 -0.12895 0.71 2.98 1.69 -0.427
N 0.82008 -2.95878 -0.79376 -1.00 -1.99 -1.55 -0.157
P -0.41999 2.52770 -0.22990 0.19 -2.55 1.35 0.157
Br 0.66507 0.82165 0.67316 0.24 0.77 -1.01 0.233
Br -2.33710 1.75892 0.47945 -0.14 0.79 -0.48 0.193
```
Positions in Å, forces in eV/Å.

(3)
Molecular formula: C52H127N5O14
Method: DFT, ωB97M-V with the def2-TZVPD basis set

Computed properties:
* orbital gap: 8.4 eV
* highest occupied orbital energy: -8.12 eV
* molecular weight: 1046.609 g/mol
* E_LUMO: 0.3 eV
* total energy: -3384.252019 a.u.
* relative energy (zero: lowest compared OMol25 entry of this formula, charge and spin): 0.000 eV

The geometry in XYZ format:
```
198
Properties=species:S:1:pos:R:3:forces:R:3:lowdin_charge:R:1
C 0.83262 -7.08605 2.86232 -0.10 -1.20 0.51 -0.142
O 0.22376 -7.97460 3.82591 -0.25 0.46 0.02 -0.142
H 1.82554 -7.49806 2.68157 0.15 0.52 -0.39 0.078
H 0.23418 -7.07326 1.94995 0.14 0.24 -0.10 0.074
H 0.90258 -6.09691 3.29820 0.02 0.01 -0.01 0.049
H -0.05428 -8.76695 3.36240 0.03 -0.03 -0.01 0.060
C 7.00335 -1.45120 1.91627 0.01 0.00 -0.69 -0.156
O 7.51684 -2.31590 0.90763 0.23 0.02 -0.16 -0.128
H 6.77424 -0.46291 1.49787 -0.14 -0.05 0.07 0.071
H 6.07819 -1.94469 2.20438 0.09 0.27 0.50 0.070
H 7.70936 -1.30058 2.73691 -0.19 -0.26 0.15 0.078
H 8.28697 -1.91619 0.49348 0.00 0.02 0.10 0.071
C 1.67316 -1.02667 5.71281 -0.03 0.67 1.59 -0.147
O 0.48686 -1.05840 4.94451 -0.14 -0.12 -0.32 -0.139
H 2.54370 -1.13730 5.07158 -0.11 -0.10 -0.05 0.077
H 1.71732 -0.08692 6.28057 0.38 0.27 -0.56 0.072
H 1.68964 -1.72450 6.55781 -0.03 -0.69 -0.64 0.087
H -0.23004 -0.73228 5.49632 -0.10 -0.16 -0.08 0.094
C 2.13092 -4.55746 5.46943 1.20 0.10 -0.70 -0.141
O 3.08434 -3.98548 6.36887 -0.50 0.08 0.84 -0.134
H 2.75580 -4.96824 4.66970 -0.71 -0.27 -0.33 0.071
H 1.57861 -5.35768 5.95462 0.08 0.12 0.22 0.086
H 1.44163 -3.81583 5.05259 -0.05 -0.04 0.13 0.061
H 3.59446 -3.32031 5.90335 0.00 -0.05 -0.16 0.061
C 3.22318 -3.82447 -1.98045 0.22 0.24 0.19 -0.122
O 2.79782 -4.03397 -0.63841 0.16 -0.16 -0.51 -0.139
H 2.41817 -3.31771 -2.51563 0.18 0.00 -0.37 0.076
H 4.13586 -3.22797 -2.00131 -0.13 0.29 0.01 0.048
H 3.50826 -4.74317 -2.49132 -0.48 -0.34 0.34 0.086
H 2.43169 -3.18798 -0.33579 -0.08 -0.16 0.39 0.036
C 4.47238 1.44953 4.93070 0.75 -0.42 0.25 -0.143
O 5.47697 0.66858 5.60208 -0.29 0.03 -0.27 -0.126
H 4.15496 2.25008 5.59778 -0.19 0.20 -0.24 0.071
H 4.89521 1.82276 3.99712 -0.27 0.30 -0.05 0.080
H 3.63626 0.79856 4.69075 -0.08 0.02 0.08 0.048
H 6.31784 1.09523 5.42058 0.06 -0.09 0.15 0.067
C 5.46334 -0.84956 -1.93858 0.95 -0.34 -1.61 -0.145
O 4.46784 -0.91731 -2.97315 -0.32 0.34 0.68 -0.141
H 5.78775 -1.85610 -1.66948 -0.24 0.05 0.61 0.070
H 6.35046 -0.40131 -2.40176 0.09 0.25 0.35 0.077
H 5.16494 -0.24289 -1.09248 -0.43 -0.14 -0.03 0.064
H 4.69327 -1.65429 -3.54420 0.04 0.00 -0.04 0.068
O -2.21472 -3.59166 4.91415 -0.05 0.16 -0.08 -0.054
H -3.12947 -3.28954 4.90267 0.06 -0.06 -0.01 0.035
H -1.88848 -3.41733 4.02343 0.01 -0.06 0.08 0.011
O 2.90048 -4.76730 2.09516 -0.07 0.33 0.11 -0.072
H 2.44822 -3.93005 2.31288 0.23 -0.55 -0.03 -0.003
H 3.05767 -4.70788 1.14275 0.02 -0.05 0.04 0.002
C -4.06517 -2.57042 -6.16671 -0.41 -0.23 -0.63 -0.029
C -3.09600 -3.76555 -6.07180 -0.72 0.51 0.70 -0.484
C -1.72019 -3.33133 -6.59152 0.82 -0.67 0.66 -0.129
C -0.61213 -4.33139 -6.24129 -0.21 -0.67 0.11 -0.177
C -0.60585 -4.67655 -4.73793 -0.14 0.72 -1.24 -0.119
C -1.98560 -4.94894 -4.11762 0.18 -1.81 1.05 -0.500
N -3.04075 -4.07943 -4.61611 1.37 1.54 -0.54 -0.116
O -4.31151 -4.32970 -4.06851 0.27 -0.72 -0.71 -0.015
C -2.33378 -6.44798 -4.30424 0.01 -0.27 -0.71 -0.026
C -1.83687 -4.70696 -2.62037 0.04 1.11 0.77 -0.041
C -3.62652 -4.92078 -6.93840 0.33 0.16 -0.77 -0.026
H -5.07895 -2.93927 -6.34446 -0.06 0.10 0.24 0.081
H -3.83979 -1.94079 -7.03205 0.18 -0.05 0.02 0.088
H -4.07011 -1.96116 -5.26858 0.11 0.05 0.12 0.058
H -1.78652 -3.23165 -7.67508 -0.06 0.25 0.00 0.124
H -1.37400 -2.39725 -6.14585 -0.56 0.33 -0.07 0.115
H 0.37827 -3.93080 -6.46554 -0.10 0.13 -0.22 0.109
H -0.69920 -5.24428 -6.83866 -0.11 0.00 0.01 0.101
H -0.10017 -3.82509 -4.27557 -0.26 -0.04 0.46 0.111
H 0.03400 -5.54903 -4.61092 -0.07 -0.02 0.32 0.121
H -2.37855 -6.72059 -5.36367 -0.05 0.12 -0.01 0.072
H -1.58418 -7.12144 -3.88576 0.07 0.26 0.25 0.086
H -3.29302 -6.72587 -3.86413 0.01 0.17 0.12 0.082
H -1.45230 -3.69523 -2.43895 -0.11 0.00 -0.26 0.057
H -2.78879 -4.72280 -2.08689 -0.03 -0.39 -0.08 0.090
H -1.10821 -5.33165 -2.10099 -0.15 -0.45 -0.33 0.095
H -4.31557 -5.61627 -6.45804 0.03 0.07 0.14 0.079
H -2.80279 -5.48269 -7.38245 -0.06 -0.27 0.27 0.074
H -4.14865 -4.49662 -7.79965 -0.13 0.00 0.09 0.088
H -4.65526 -5.07237 -4.59877 -0.23 0.06 0.38 0.094
C 1.35434 7.25400 -0.08758 1.07 0.70 -0.38 -0.038
C 1.03504 6.74075 -1.48729 -0.61 -0.18 -0.60 -0.487
C 2.28323 6.84962 -2.44313 -0.28 0.55 1.84 -0.105
C 3.17705 5.61854 -2.54769 0.47 0.41 -1.49 -0.188
C 2.39467 4.33562 -2.60103 -0.54 0.32 0.28 -0.146
C 1.37694 4.21270 -1.45733 1.41 -0.75 0.51 -0.505
N 0.50401 5.36240 -1.44430 -0.15 0.06 -1.81 -0.112
O -0.52395 5.20108 -0.49169 0.07 0.22 0.42 -0.014
C 0.61211 2.92163 -1.74047 -1.39 -0.26 1.00 -0.043
C 2.17122 4.05933 -0.12656 0.42 -0.96 -0.01 -0.010
C -0.07013 7.62091 -2.11873 -0.43 0.27 0.40 -0.048
H 2.29491 6.80869 0.24553 -0.29 -0.32 0.38 0.080
H 0.54193 7.15047 0.62460 0.05 -0.25 0.01 0.070
H 1.61862 8.31432 -0.16894 -0.31 0.08 0.04 0.087
H 1.98191 7.30325 -3.38478 -0.09 -0.61 -0.29 0.110
H 2.81682 7.66115 -1.93712 0.38 -0.02 -0.33 0.111
H 4.01842 5.58247 -1.85517 -0.38 0.14 0.47 0.106
H 3.68801 5.69286 -3.51633 0.08 0.08 0.06 0.112
H 3.07344 3.48263 -2.55995 -0.11 -0.10 -0.01 0.126
H 1.82631 4.28660 -3.53433 0.09 -0.03 -0.07 0.129
H 0.13320 2.58526 -0.81264 -0.07 0.05 -0.04 0.074
H -0.21451 3.05089 -2.44329 0.18 0.26 -0.18 0.084
H 1.18676 2.05649 -2.06851 0.52 0.38 -0.12 0.074
H 3.13359 4.57410 -0.12176 -0.30 0.56 0.03 0.072
H 1.59340 4.29490 0.76512 -0.07 0.26 -0.15 0.058
H 2.50384 3.02122 0.01139 -0.32 -0.11 -0.15 0.070
H -0.50489 7.18705 -3.02054 0.17 -0.27 0.06 0.086
H 0.24856 8.62878 -2.39735 0.45 -0.10 0.14 0.083
H -0.87925 7.79879 -1.40277 -0.05 -0.19 0.00 0.077
H -1.32425 5.43983 -0.97402 0.04 -0.17 0.00 0.105
C -5.74397 -0.47245 -0.82455 -0.49 -0.35 0.52 -0.025
C -5.65906 -0.80253 -2.31013 0.48 0.32 -0.84 -0.505
C -6.34009 0.29421 -3.17629 -0.37 0.20 0.64 -0.133
C -5.53697 1.57453 -3.39481 1.09 -0.81 -0.51 -0.157
C -4.11139 1.19793 -3.86654 -0.13 0.11 0.08 -0.134
C -3.38096 0.21550 -2.93610 -0.12 1.19 0.15 -0.503
N -4.26695 -0.93168 -2.77285 0.51 -0.52 -1.39 -0.087
O -3.57941 -2.03246 -2.18884 -0.14 0.25 0.18 -0.035
C -2.04917 -0.12648 -3.60592 -0.01 -1.25 -0.88 -0.026
C -3.02329 0.92812 -1.63024 0.11 0.22 0.99 -0.024
C -6.38105 -2.09393 -2.68725 0.60 -0.28 0.58 -0.034
H -6.73354 -0.71202 -0.42244 -0.13 0.23 -0.20 0.084
H -5.07799 -1.08654 -0.21489 0.30 0.04 -0.27 0.084
H -5.53609 0.57764 -0.63125 -0.06 -0.04 0.07 0.065
H -6.66572 -0.10508 -4.13770 0.43 -0.21 -0.11 0.113
H -7.28798 0.48634 -2.66074 0.03 0.29 0.01 0.120
H -5.94746 2.13921 -4.23117 -0.40 0.32 0.37 0.108
H -5.45542 2.17445 -2.48979 -0.25 0.18 -0.05 0.100
H -3.48717 2.08752 -3.99283 -0.06 0.11 0.24 0.119
H -4.14405 0.76333 -4.86879 -0.23 -0.23 0.02 0.114
H -2.17345 -0.56328 -4.60115 -0.51 -0.11 -0.07 0.070
H -1.50129 -0.90554 -3.07439 0.10 0.32 0.31 0.060
H -1.41003 0.72907 -3.82373 -0.12 0.25 0.62 0.089
H -2.21945 1.65509 -1.76844 0.05 -0.09 -0.14 0.070
H -2.69540 0.22105 -0.86098 0.13 -0.14 -0.20 0.077
H -3.83655 1.47754 -1.15168 -0.10 -0.03 -0.32 0.063
H -5.89510 -2.94116 -2.19858 -0.21 -0.01 0.08 0.079
H -7.42561 -2.03696 -2.38332 -0.07 -0.06 -0.12 0.088
H -6.26754 -2.25156 -3.75783 -0.21 -0.01 -0.05 0.074
H -3.37443 -2.59654 -2.95788 -0.13 0.08 0.21 0.057
C -1.07632 -1.38216 1.42355 -0.88 -0.89 0.33 -0.007
C 0.00916 -2.25118 0.75803 -0.99 0.88 -0.80 -0.487
C -0.03352 -1.91600 -0.74059 0.76 0.34 -0.87 -0.132
C 0.54417 -0.51981 -1.09760 -0.44 -1.37 1.56 -0.159
C 1.93346 -0.38398 -0.46997 -0.36 -0.19 -0.89 -0.119
C 2.08446 -0.74607 1.01566 -0.82 0.95 0.02 -0.476
N 1.34395 -1.98250 1.27458 1.55 -1.50 -1.06 -0.085
O 1.48267 -2.42699 2.62498 -0.97 1.53 -0.76 -0.045
C 3.57671 -0.93237 1.29973 -0.49 -0.18 0.07 -0.028
C 1.57342 0.44057 1.87807 -0.29 -0.44 0.19 -0.014
C -0.33221 -3.73413 0.90092 -0.04 -0.41 0.39 -0.013
H -2.03472 -1.78617 1.07976 -0.04 0.09 0.03 0.092
H -1.09516 -0.32706 1.16608 0.36 0.03 0.01 0.066
H -1.09916 -1.50017 2.51323 0.16 0.18 0.02 0.075
H 0.50269 -2.70865 -1.27765 0.32 0.12 0.02 0.102
H -1.02876 -1.96498 -1.19124 -0.29 -0.10 0.69 0.090
H -0.15210 0.19386 -0.65280 0.05 0.34 -0.44 0.082
H 0.55310 -0.46368 -2.18335 0.17 0.49 0.01 0.107
H 2.24904 0.65182 -0.61856 0.45 -0.13 0.07 0.106
H 2.54984 -1.05706 -1.07640 0.43 0.24 0.13 0.102
H 3.69999 -1.27773 2.32610 0.22 0.02 -0.03 0.084
H 4.02361 -1.64164 0.60211 0.00 -0.15 0.15 0.079
H 4.06688 0.03228 1.16447 0.10 -0.01 0.08 0.083
H 0.64790 0.87647 1.49882 0.21 0.21 -0.31 0.074
H 1.29355 0.11664 2.88537 0.33 0.01 0.11 0.067
H 2.35342 1.19463 1.96664 -0.14 0.16 -0.06 0.071
H -0.37189 -3.98673 1.96213 -0.06 -0.24 -0.06 0.077
H 0.37033 -4.41391 0.41508 0.50 0.37 0.18 0.082
H -1.27451 -4.01834 0.42519 -0.26 0.57 0.18 0.088
H 0.87492 -1.78639 3.04250 0.33 -0.60 1.09 0.057
C 0.28082 6.70561 3.91367 0.28 -0.24 -0.71 -0.033
C -0.71657 5.96034 4.80439 -0.15 -0.26 -0.11 -0.507
C -1.93645 5.45345 4.00576 -0.34 -0.27 -0.97 -0.112
C -1.94826 3.99329 3.47447 0.20 0.74 0.12 -0.155
C -1.15405 2.97369 4.30477 -1.06 0.58 -0.83 -0.135
C 0.15872 3.56005 4.77193 0.98 -0.36 -0.59 -0.496
N -0.09768 4.81491 5.47812 -1.27 -0.77 0.65 -0.113
O 0.88273 5.13038 6.42406 0.47 0.51 -0.58 -0.009
C 0.79672 2.54219 5.72114 -0.50 0.34 1.82 -0.039
C 1.10930 3.66290 3.55241 0.55 -0.29 -0.02 -0.021
C -1.28387 6.92793 5.84046 0.40 0.10 0.73 -0.045
H -0.17097 7.64754 3.60200 0.32 0.16 0.06 0.089
H 0.56294 6.15828 3.00972 -0.52 -0.09 -0.08 0.060
H 1.26514 6.85219 4.36922 -0.29 0.46 0.45 0.079
H -2.87623 5.66994 4.51530 0.22 -0.23 0.56 0.107
H -2.03754 6.07014 3.10537 0.20 0.18 0.10 0.114
H -1.55546 4.03893 2.45636 0.12 -0.25 0.01 0.093
H -2.99380 3.69943 3.37577 0.04 -0.18 0.01 0.108
H -0.97858 2.14843 3.60844 0.23 -0.29 0.38 0.116
H -1.76984 2.62224 5.13455 0.20 0.00 0.17 0.125
H 1.82687 2.70497 6.04183 0.15 0.20 -0.65 0.073
H 0.27862 2.63125 6.68457 -0.22 -0.11 -0.10 0.098
H 0.67441 1.50555 5.41801 0.02 0.14 -0.58 0.054
H 0.67583 3.83934 2.56745 -0.39 0.24 0.25 0.059
H 1.89370 4.40970 3.70171 0.03 -0.06 0.08 0.086
H 1.59840 2.69025 3.47214 0.14 0.08 -0.11 0.056
H -1.95242 6.40952 6.52912 0.23 -0.19 0.08 0.090
H -1.88814 7.73770 5.42921 0.23 -0.05 -0.48 0.086
H -0.45848 7.37286 6.40180 -0.18 0.04 0.13 0.082
H 1.66309 5.45678 5.93325 -0.16 -0.07 0.19 0.098
```
Positions in Å, forces in eV/Å.